{"formula": "C44H39ClLuN3OP2S", "method": "the ωB97M-V functional and the def2-TZVPD basis", "charge": 2, "orbital_gap_ha": 0.251, "homo_energy_ev": -12.8, "e_tot_ha": -4715.90043, "species": ["Lu", "Cl", "C", "C", "C", "C", "O", "C", "C", "N", "C", "C", "C", "C", "C", "C", "C", "C", "N", "C", "C", "H", "H", "H", "H", "H", "H", "H", "H", "H", "H", "C", "S", "C", "C", "C", "N", "P", "C", "C", "C", "C", "C", "C", "C", "C", "C", "C", "C", "C", "P", "C", "C", "C", "C", "C", "C", "C", "C", "C", "C", "C", "C", "H", "H", "H", "H", "H", "H", "H", "H", "H", "H", "H", "H", "H", "H", "H", "H", "H", "H", "H", "H", "H", "H", "H", "H", "H", "H", "H", "H", "H"], "coordinates": [[-0.340, -1.828, 0.829], [-4.961, -4.673, 5.808], [-4.006, -4.207, 4.452], [-4.514, -4.349, 3.159], [-3.757, -3.985, 2.067], [-2.486, -3.449, 2.228], [-1.763, -3.099, 1.150], [-1.966, -3.308, 3.527], [-0.648, -2.811, 3.827], [0.171, -2.234, 3.003], [1.452, -1.764, 3.433], [1.834, -1.611, 4.737], [3.108, -1.119, 5.082], [3.994, -0.765, 4.111], [3.626, -0.881, 2.752], [4.495, -0.500, 1.707], [4.094, -0.612, 0.408], [2.814, -1.106, 0.146], [1.967, -1.477, 1.089], [2.354, -1.373, 2.406], [-2.745, -3.711, 4.629], [-5.508, -4.763, 3.023], [-4.131, -4.118, 1.060], [-0.340, -2.964, 4.860], [1.152, -1.859, 5.541], [3.372, -1.023, 6.127], [4.980, -0.393, 4.363], [5.484, -0.128, 1.954], [4.738, -0.330, -0.415], [2.483, -1.210, -0.878], [-2.342, -3.619, 5.633], [3.316, 5.212, -1.331], [1.795, 4.672, -2.147], [2.373, 3.111, -2.875], [1.989, 1.857, -2.087], [0.483, 1.633, -2.094], [0.044, 0.522, -1.213], [-0.183, -1.094, -1.785], [-1.802, -1.090, -2.614], [-2.939, -1.385, -1.855], [-4.207, -1.268, -2.406], [-4.349, -0.865, -3.727], [-3.225, -0.597, -4.499], [-1.956, -0.717, -3.950], [0.977, -1.561, -3.089], [1.397, -0.803, -4.185], [2.172, -1.386, -5.178], [2.524, -2.727, -5.102], [2.111, -3.493, -4.022], [1.347, -2.912, -3.019], [-0.871, 0.770, 0.215], [0.154, 1.660, 1.409], [0.077, 1.232, 2.737], [0.789, 1.883, 3.740], [1.591, 2.964, 3.410], [1.658, 3.407, 2.091], [0.935, 2.771, 1.096], [-2.200, 1.926, -0.182], [-2.781, 1.964, -1.449], [-3.846, 2.819, -1.694], [-4.350, 3.617, -0.675], [-3.783, 3.570, 0.593], [-2.709, 2.729, 0.843], [3.081, 6.141, -0.815], [4.092, 5.406, -2.069], [3.659, 4.475, -0.605], [3.455, 3.179, -2.976], [1.954, 3.068, -3.884], [2.329, 1.930, -1.050], [2.498, 1.000, -2.537], [0.124, 1.432, -3.107], [-0.011, 2.551, -1.777], [-2.850, -1.719, -0.834], [-5.084, -1.499, -1.812], [-5.338, -0.773, -4.160], [-3.337, -0.306, -5.538], [-1.086, -0.528, -4.567], [1.123, 0.236, -4.288], [2.496, -0.786, -6.021], [3.119, -3.176, -5.890], [2.385, -4.540, -3.958], [1.032, -3.515, -2.178], [-0.585, 0.420, 3.006], [0.708, 1.554, 4.770], [2.151, 3.479, 4.184], [2.263, 4.271, 1.841], [0.977, 3.157, 0.082], [-2.403, 1.338, -2.250], [-4.281, 2.862, -2.687], [-5.184, 4.281, -0.869], [-4.173, 4.197, 1.386], [-2.257, 2.715, 1.828]], "mulliken_charge": [1.363, -0.179, -0.065, -0.496, -0.680, 0.360, -0.743, 0.342, 0.419, 0.001, 0.482, -0.821, -1.216, -0.951, 1.336, -0.734, -1.153, -0.072, -0.235, 0.457, -1.069, 0.436, 0.511, 0.325, 0.332, 0.443, 0.469, 0.479, 0.529, 0.626, 0.443, -0.860, -0.038, -1.316, -0.234, -1.459, 0.402, -0.080, 0.667, 0.118, -0.783, -0.640, -0.776, -0.528, 1.583, -0.329, -1.029, -0.689, -0.785, -0.891, 0.608, 0.768, -0.452, -0.678, -0.950, -0.731, -0.207, 1.041, 0.040, -0.994, -0.702, -0.700, -0.933, 0.382, 0.333, 0.223, 0.585, 0.377, 0.202, 0.524, 0.416, 0.893, 0.276, 0.469, 0.435, 0.470, 0.397, 0.508, 0.477, 0.432, 0.447, 0.373, 0.514, 0.529, 0.444, 0.487, 0.358, 0.340, 0.471, 0.412, 0.456, 0.392]}



{"formula": "C44H39N5OP2S3V", "method": "the ωB97M-V functional and the def2-TZVPD basis", "s2": 0.7636, "spin_multiplicity": 2, "charge": 2, "orbital_gap_ha": [0.278, 0.271], "homo_energy_ev": [-13.0, -12.8], "e_tot_ha": -4869.84635, "species": ["V", "O", "S", "C", "C", "C", "C", "C", "C", "P", "C", "C", "C", "C", "C", "C", "C", "C", "C", "C", "C", "C", "C", "C", "C", "C", "C", "C", "P", "C", "C", "C", "C", "C", "C", "C", "C", "C", "C", "C", "C", "H", "H", "H", "H", "H", "H", "H", "H", "H", "H", "H", "H", "H", "H", "H", "H", "H", "H", "H", "H", "H", "H", "H", "H", "H", "H", "H", "H", "C", "C", "C", "N", "N", "C", "N", "S", "H", "H", "H", "H", "H", "H", "H", "S", "C", "N", "C", "C", "C", "N", "H", "H", "H", "H"], "coordinates": [[-0.698, 0.231, 0.017], [-1.730, 1.231, 3.211], [-0.750, 0.882, 2.208], [0.875, 1.113, 2.939], [1.072, 1.292, 4.294], [2.371, 1.456, 4.757], [3.439, 1.450, 3.872], [3.226, 1.301, 2.511], [1.929, 1.141, 2.034], [1.511, 0.979, 0.266], [2.958, 0.017, -0.263], [4.194, 0.541, -0.633], [5.274, -0.317, -0.765], [5.144, -1.673, -0.509], [3.913, -2.192, -0.142], [2.824, -1.352, -0.031], [1.665, 2.702, -0.279], [2.196, 3.034, -1.523], [2.312, 4.367, -1.879], [1.880, 5.366, -1.019], [1.293, 5.033, 0.193], [1.177, 3.706, 0.560], [-0.777, -0.942, 2.049], [0.323, -1.711, 2.430], [0.258, -3.092, 2.471], [-0.935, -3.727, 2.158], [-2.024, -2.975, 1.758], [-1.971, -1.578, 1.677], [-3.563, -0.937, 0.968], [-3.015, -0.852, -0.782], [-1.983, -1.644, -1.314], [-1.840, -1.757, -2.696], [-2.710, -1.104, -3.552], [-3.750, -0.344, -3.028], [-3.904, -0.218, -1.663], [-3.798, 0.827, 1.396], [-4.715, 1.034, 2.424], [-5.027, 2.314, 2.844], [-4.445, 3.402, 2.218], [-3.564, 3.207, 1.166], [-3.243, 1.928, 0.745], [0.223, 1.309, 4.959], [2.551, 1.593, 5.811], [4.445, 1.575, 4.241], [4.059, 1.308, 1.824], [4.321, 1.601, -0.804], [6.235, 0.080, -1.051], [6.004, -2.319, -0.579], [3.798, -3.242, 0.081], [1.855, -1.746, 0.258], [2.528, 2.253, -2.195], [2.755, 4.629, -2.827], [2.003, 6.402, -1.291], [0.936, 5.805, 0.859], [0.724, 3.442, 1.511], [1.239, -1.224, 2.729], [1.131, -3.659, 2.746], [-1.009, -4.802, 2.221], [-2.958, -3.465, 1.511], [-1.353, -2.281, -0.689], [-1.067, -2.403, -3.090], [-2.612, -1.208, -4.623], [-4.456, 0.127, -3.694], [-4.737, 0.341, -1.256], [-5.172, 0.179, 2.900], [-5.720, 2.453, 3.659], [-4.676, 4.404, 2.543], [-3.123, 4.060, 0.667], [-2.575, 1.810, -0.103], [-2.942, 4.289, -2.876], [-2.735, 3.038, -3.729], [-1.635, 2.185, -3.224], [-1.537, 1.750, -2.025], [-0.541, 0.886, -1.803], [0.175, 0.628, -2.883], [1.217, -0.218, -2.920], [-0.371, 1.535, -4.266], [-3.817, 4.831, -3.222], [-2.079, 4.944, -2.948], [-3.094, 4.024, -1.835], [-2.535, 3.310, -4.764], [-3.652, 2.439, -3.713], [1.262, -0.989, -2.265], [1.702, -0.336, -3.797], [0.883, -3.810, -1.251], [1.407, -5.196, -0.513], [1.572, -6.337, -1.274], [1.955, -7.501, -0.724], [2.191, -7.570, 0.622], [2.029, -6.374, 1.350], [1.668, -5.248, 0.801], [1.376, -6.266, -2.269], [2.064, -8.350, -1.383], [2.488, -8.489, 1.095], [2.204, -6.335, 2.417]], "mulliken_charge": [0.135, -0.866, 2.078, 0.207, -0.486, -0.975, -0.722, -0.983, 0.008, 1.689, 0.309, -0.882, -0.865, -0.839, -1.041, 0.092, 0.929, -0.070, -1.006, -0.816, -0.845, -0.761, 0.236, -0.288, -0.714, -0.710, -0.218, 0.545, -0.389, 1.277, -0.303, -0.534, -0.992, -0.877, -0.731, 0.967, -0.929, -0.785, -0.893, -0.742, 0.784, 0.621, 0.446, 0.473, 0.545, 0.603, 0.461, 0.438, 0.502, 0.381, 0.601, 0.503, 0.459, 0.525, 0.381, 0.270, 0.398, 0.417, 0.461, 0.069, 0.488, 0.505, 0.611, 0.548, 0.448, 0.449, 0.436, 0.484, 0.173, -0.992, -0.417, 0.206, -1.100, 1.478, -0.328, 0.045, -0.218, 0.450, 0.326, 0.051, 0.521, 0.063, -0.236, 0.311, -0.450, -0.085, -0.018, -0.015, -0.976, 0.121, -0.028, 0.279, 0.445, 0.423, 0.456]}



Going through the records in order, we get relative energy (zero: lowest compared OMol25 entry of this formula, charge and spin) values of 2.8, 66.3 kcal per mole.